Version a
The following is a DFT calculation (wB97M-V/def2-TZVPD) of a 5-piece molecular cluster, C3H14N2O3 overall.

Summary:
- LUMO energy (eV) = -4.938
- Kohn-Sham gap (eV) = 3.58

Cartesian coordinates (Å):
C 0.956 -1.427 1.119
C -0.295 -1.766 0.249
N 0.003 -1.906 -1.128
C -1.686 1.881 -0.478
N -1.146 2.570 0.419
H 1.506 -0.589 0.691
H 0.442 -1.089 2.037
H 1.531 -2.315 1.372
H -1.048 -0.987 0.399
H -0.718 -2.691 0.658
H 0.536 -2.750 -1.283
H -1.839 2.312 -1.482
H -2.031 0.857 -0.376
H 0.265 -0.954 -1.557
H 1.139 0.113 -3.032
O 0.561 0.334 -2.277
H 1.297 2.215 0.057
H 1.354 1.104 -1.070
O 1.828 1.478 -0.264
H -0.956 1.045 2.825
H -0.736 1.901 1.187
O -0.964 0.663 1.934


Version b
The following is a DFT calculation (wB97M-V/def2-TZVPD) of a 4-piece molecular cluster, C3H14N2O3 overall.

Summary:
- LUMO energy (eV) = 0.446
- Kohn-Sham gap (eV) = 8.07

Cartesian coordinates (Å):
C -1.006 2.927 -1.407
C -0.521 1.703 -0.688
C 0.324 0.776 -1.169
N 0.531 -0.476 -0.474
N -1.120 1.519 0.547
H -0.303 3.713 -1.678
H -1.523 2.603 -2.315
H -1.784 3.469 -0.864
H 0.873 0.854 -2.095
H -0.362 -0.857 -0.213
H 1.087 -0.295 0.355
H -1.757 2.256 0.817
H -0.952 0.746 1.169
H 0.638 -3.901 -1.422
H 0.254 -2.444 -1.287
O -0.061 -3.331 -1.136
H 2.124 -0.663 2.544
H 1.691 0.703 2.959
O 1.497 0.037 2.319
H -0.246 -3.009 0.660
H 0.791 -3.176 1.770
O -0.177 -3.154 1.608


Stability check: which of them is least stable? version a.


Version a
The following is a DFT calculation (wB97M-V/def2-TZVPD) of C3H4GaO3 as an isolated structure.

Summary:
- LUMO energy (spin up / spin down) (eV) = 0.147 / -1.289
- spin multiplicity = 2
- Kohn-Sham gap (spin up / spin down) (eV) = 7.76 / 7.21

Cartesian coordinates (Å):
C -0.758 -0.985 -1.715
C -1.000 -1.014 -0.363
H -1.322 -0.333 -2.403
H -2.016 -1.345 -0.078
H -0.245 -1.829 -2.200
O 1.582 0.518 0.365
C 0.768 0.994 1.192
O -0.236 0.359 1.603
O 0.815 2.297 1.501
Ga 0.679 -1.254 0.618
H 1.733 2.593 1.480


Version b
The following is a DFT calculation (wB97M-V/def2-TZVPD) of C3H4GaO3 as an isolated structure.

Summary:
- LUMO energy (spin up / spin down) (eV) = -1.296 / -1.578
- spin multiplicity = 2
- Kohn-Sham gap (spin up / spin down) (eV) = 6.88 / 6.56

Cartesian coordinates (Å):
H -3.330 0.161 -0.206
O -0.032 -2.622 -0.340
O -1.880 -0.697 0.917
C -2.251 0.030 0.000
C -0.173 -1.124 -2.308
O 1.173 -1.555 -2.155
C 0.343 -1.448 -0.907
H -1.520 0.698 -0.496
H -0.264 -0.135 -2.781
H -0.852 -1.872 -2.750
Ga 0.011 -1.274 0.967


Stability check: which of them is least stable? version b.


Version a
The following is a DFT calculation (wB97M-V/def2-TZVPD) of C3H4BrCl as an isolated structure.

Summary:
- LUMO energy (eV) = 0.822
- Kohn-Sham gap (eV) = 10.49

Cartesian coordinates (Å):
C 0.343 1.016 -0.716
C 0.879 -0.057 -0.186
C -0.374 -1.288 0.622
Cl -1.724 -1.482 -0.443
Br 2.664 -0.534 -0.025
H 0.921 1.799 -1.179
H -0.728 1.138 -0.715
H 0.193 -2.204 0.730
H -0.644 -0.818 1.556


Version b
The following is a DFT calculation (wB97M-V/def2-TZVPD) of a 2-piece molecular cluster, C3H4BrCl overall.

Summary:
- LUMO energy (spin up / spin down) (eV) = -1.757 / -0.087
- Kohn-Sham gap (spin up / spin down) (eV) = 7.37 / 9.03

Cartesian coordinates (Å):
C -1.422 0.586 0.110
C -1.033 -0.622 0.137
C 2.111 -0.015 -0.044
Cl -1.425 -2.210 -0.032
Br -3.490 0.990 -0.007
H -0.961 1.470 -0.021
H 1.476 0.870 -0.148
H 1.795 -0.864 -0.523
H 2.948 -0.204 0.529


Stability check: which of them is least stable? version b.